Entry 1:
{"formula": "C21H46Cl2NO8S6", "method": "ωB97M-V/def2-TZVPD", "total_charge": 1, "homo_lumo_gap_ev": 6.5, "lumo_ev": -3.955, "max_force_ev_per_a": 3.47, "energy_ha": -4793.50090, "species": ["C", "C", "Cl", "C", "Cl", "O", "C", "O", "C", "C", "C", "N", "C", "C", "H", "H", "H", "H", "H", "H", "H", "H", "H", "H", "C", "S", "O", "C", "H", "H", "H", "H", "H", "H", "C", "S", "O", "C", "H", "H", "H", "H", "H", "H", "C", "S", "O", "C", "H", "H", "H", "H", "H", "H", "C", "S", "O", "C", "H", "H", "H", "H", "H", "H", "C", "S", "O", "C", "H", "H", "H", "H", "H", "H", "C", "S", "O", "C", "H", "H", "H", "H", "H", "H"], "coordinates": [[0.57969, 3.44818, 0.61363], [-0.42024, 3.09539, -0.55813], [0.51415, 3.23592, -2.13939], [-0.73549, 1.52881, -0.43402], [-0.86100, 0.94622, 1.28341], [-1.91900, 1.30353, -1.20696], [-2.30486, -0.03658, -1.20661], [-3.38408, -0.43142, -0.88854], [-1.22863, -1.07989, -1.69952], [-0.81010, -1.11524, -3.11947], [0.22732, -2.09620, -3.45973], [0.75873, -2.90041, -2.47264], [0.38236, -2.91208, -1.15069], [-0.64972, -1.97468, -0.67670], [1.34752, 2.62556, 0.73776], [1.15643, 4.36230, 0.31940], [0.03296, 3.55430, 1.58942], [-1.36182, 3.69886, -0.55797], [0.18370, 1.02356, -0.85982], [-1.25482, -0.41297, -3.87238], [0.57056, -2.12403, -4.52656], [1.50226, -3.54610, -2.76270], [0.85527, -3.58512, -0.38820], [-0.98621, -1.92971, 0.38308], [-1.90025, -1.98827, 3.13545], [-0.47775, -3.08976, 3.22893], [-0.44027, -3.87376, 1.95000], [-1.14429, -4.16702, 4.50612], [-1.69798, -1.25928, 2.35563], [-2.79819, -2.55419, 2.88174], [-2.03581, -1.47811, 4.08970], [-2.08674, -4.60249, 4.17140], [-1.29852, -3.59568, 5.42103], [-0.42560, -4.96245, 4.69669], [-1.36159, -3.30279, 9.09902], [-0.28969, -4.67998, 8.64650], [-0.88135, -5.32871, 7.43956], [-0.69778, -5.71148, 10.06628], [-1.29435, -2.54437, 8.31919], [-2.39382, -3.64615, 9.18327], [-1.02785, -2.87717, 10.04623], [-1.77111, -5.90462, 10.08983], [-0.38520, -5.20942, 10.98290], [-0.16146, -6.65493, 9.97032], [3.02705, 5.62459, -2.55258], [4.50405, 4.82876, -1.90267], [4.81590, 5.46623, -0.59330], [5.64691, 5.51088, -3.11897], [2.19074, 5.35920, -1.90915], [3.15212, 6.70856, -2.55742], [2.83412, 5.26474, -3.56448], [5.61907, 6.60075, -3.08544], [5.37327, 5.15769, -4.11442], [6.65196, 5.16621, -2.87707], [4.82380, 0.86461, 1.81522], [4.34849, 1.82473, 0.36601], [3.13947, 1.16929, -0.22716], [5.76502, 1.35779, -0.64363], [4.04875, 0.97986, 2.57257], [4.91801, -0.18972, 1.54980], [5.77004, 1.24042, 2.20634], [5.80093, 0.27305, -0.75638], [6.68098, 1.71809, -0.17362], [5.65491, 1.82138, -1.62350], [-1.60944, -2.24809, -7.51238], [-0.04134, -3.07721, -7.19336], [0.95761, -2.02293, -6.83270], [0.26925, -3.55983, -8.89953], [-1.97436, -1.82895, -6.57466], [-1.46537, -1.44523, -8.23672], [-2.33330, -2.97101, -7.89044], [0.29657, -2.67523, -9.53688], [-0.51476, -4.24066, -9.23314], [1.23187, -4.06824, -8.94293], [-6.79755, 3.97235, 0.50688], [-5.21996, 3.13783, 0.75777], [-4.20794, 4.18334, 1.08613], [-4.97109, 2.67580, -0.96500], [-7.12573, 4.38038, 1.46242], [-6.67930, 4.78380, -0.21275], [-7.53626, 3.25456, 0.14742], [-4.96494, 3.56789, -1.59380], [-5.76534, 1.99831, -1.28220], [-4.01070, 2.17042, -1.04122]]}

=====

Entry 2:
{"formula": "H6O4Si2", "method": "ωB97M-V/def2-TZVPD", "de_lowest_ev": 2.8538, "smiles": "O=[Si](O)O.O[SiH3]", "total_charge": 0, "homo_lumo_gap_ev": 9.6, "lumo_ev": -0.528, "max_force_ev_per_a": 3.04, "energy_ha": -883.64006, "species": ["O", "Si", "O", "O", "H", "H", "O", "Si", "H", "H", "H", "H"], "coordinates": [[0.79388, -0.24526, -0.18663], [2.22719, 0.10977, -0.15612], [2.81156, 1.64454, -0.04580], [3.52455, -0.91258, -0.07980], [3.72802, 1.57836, -0.02486], [3.27347, -1.81873, -0.00392], [-2.11596, -1.17674, -0.05753], [-3.04867, 0.16901, -0.03424], [-1.22958, -1.07980, 0.15383], [-2.55260, 1.33111, 0.88115], [-4.34667, -0.15598, 1.02035], [-3.06519, 0.55631, -1.46645]]}

=====

Entry 3:
{"formula": "C5H10O", "method": "ωB97M-V/def2-TZVPD", "de_lowest_ev": 1.1546, "smiles": "CC[C@H]1C[C@H]1O", "total_charge": 0, "homo_lumo_gap_ev": 10.7, "lumo_ev": 1.002, "max_force_ev_per_a": 0.32, "energy_ha": -271.71019, "species": ["C", "C", "C", "C", "C", "O", "H", "H", "H", "H", "H", "H", "H", "H", "H", "H"], "coordinates": [[1.75689, -0.41451, 0.91751], [1.01648, -0.08576, -0.37414], [-0.43406, -0.52350, -0.37513], [-1.39003, 0.04534, 0.64395], [-1.47978, 0.48625, -0.77790], [-1.08375, 1.80266, -1.04103], [1.82288, -1.49495, 1.08252], [1.23854, 0.02182, 1.77829], [2.77237, -0.00778, 0.89685], [1.04968, 0.99891, -0.53788], [1.52111, -0.55487, -1.22962], [-0.61590, -1.55740, -0.66745], [-2.17477, -0.59630, 1.03386], [-0.98800, 0.75736, 1.35954], [-2.33167, 0.14616, -1.36483], [-0.68380, 1.82253, -1.92018]]}

=====

Entry 4:
{"formula": "C16H15CuN2O4S3", "method": "ωB97M-V/def2-TZVPD", "spin_multiplicity": 2, "s2": 0.76, "de_lowest_ev": 0.5100, "total_charge": -1, "homo_lumo_gap_ev": [7.6, 7.5], "lumo_ev": [2.600, 2.600], "max_force_ev_per_a": 0.64, "energy_ha": -3864.18620, "species": ["Cu", "O", "S", "O", "N", "C", "S", "C", "C", "C", "C", "C", "C", "H", "H", "H", "H", "O", "N", "C", "C", "C", "C", "C", "C", "C", "H", "H", "H", "H", "H", "C", "S", "C", "O", "H", "H", "H", "H", "H", "H"], "coordinates": [[1.44278, -0.76997, -3.15674], [-1.46045, -0.88043, 3.61525], [-0.46193, -1.79730, 3.11690], [-0.63707, -3.18721, 3.45142], [-0.23861, -1.58940, 1.51642], [0.96807, -1.13069, 1.22694], [1.53566, -0.75959, -0.30416], [1.83119, -0.93020, 2.44388], [3.13769, -0.47691, 2.51212], [3.73208, -0.36851, 3.76275], [3.03498, -0.70452, 4.92200], [1.72437, -1.15965, 4.85286], [1.15477, -1.26118, 3.59987], [3.66074, -0.22495, 1.59885], [4.75416, -0.01899, 3.84062], [3.52128, -0.61084, 5.88511], [1.16990, -1.42655, 5.74304], [3.15703, -0.44713, -3.71290], [-0.41069, -1.12312, -2.96880], [-1.44647, -1.10187, -2.48078], [-2.70284, -1.01517, -1.79437], [-3.88068, -0.72638, -2.47921], [-5.06077, -0.61893, -1.76440], [-5.05808, -0.79215, -0.38403], [-3.87832, -1.07367, 0.28957], [-2.68618, -1.19186, -0.41099], [-3.86366, -0.58382, -3.55124], [-5.98422, -0.39435, -2.28195], [-5.98539, -0.70137, 0.16785], [-3.86575, -1.19622, 1.36502], [-1.75810, -1.39409, 0.11876], [0.45997, 3.25646, -1.98078], [1.27908, 1.96966, -2.93798], [2.68384, 2.92517, -3.49606], [0.39896, 1.77423, -4.12722], [0.18212, 4.07346, -2.64763], [1.11556, 3.59917, -1.18033], [-0.43083, 2.80285, -1.55021], [3.26433, 3.25367, -2.63411], [2.32792, 3.76862, -4.08858], [3.27358, 2.23375, -4.09676]]}

=====

Entry 5:
{"formula": "C20H40O3SSiZn", "method": "ωB97M-V/def2-TZVPD", "de_lowest_ev": 1.7182, "total_charge": 0, "homo_lumo_gap_ev": [4.7, 4.4], "lumo_ev": [-0.515, -0.631], "max_force_ev_per_a": 8.19, "energy_ha": -3478.72691, "species": ["C", "C", "C", "H", "C", "H", "H", "H", "C", "H", "H", "C", "H", "H", "C", "H", "H", "C", "H", "H", "Zn", "H", "C", "C", "C", "C", "O", "Si", "S", "O", "C", "C", "C", "C", "O", "C", "C", "C", "C", "H", "H", "H", "H", "H", "H", "H", "H", "H", "H", "H", "H", "H", "H", "H", "H", "H", "H", "H", "H", "H", "H", "H", "H", "H", "H", "H"], "coordinates": [[-1.00278, -0.53062, -2.17503], [1.72664, -0.20160, -3.26030], [-1.17194, 0.18485, -3.31652], [-1.42190, -0.25602, -1.20744], [1.45432, 1.20434, -3.26248], [2.79180, -0.33441, -3.40455], [-0.81600, -0.26754, -4.24872], [2.35903, 1.83366, -3.37266], [-1.15976, 1.70888, -3.56688], [-1.89851, 2.24831, -2.94370], [-1.47738, 1.91652, -4.60891], [-0.08093, -1.71308, -2.31081], [-0.68009, -2.60593, -2.51858], [0.42811, -2.00716, -1.38451], [0.94875, -1.48112, -3.44782], [0.50340, -1.55686, -4.45384], [1.70057, -2.27568, -3.45219], [0.27041, 2.20563, -3.37133], [0.53846, 2.99150, -4.10710], [0.20707, 2.78969, -2.43205], [1.48277, 0.47301, -1.57713], [-2.20796, -0.34991, -3.15374], [-2.77740, -1.58327, 1.25672], [-1.93707, -0.48044, 1.87770], [-2.52682, 0.89016, 1.58095], [-1.81514, -0.69395, 3.37749], [-0.63265, -0.57552, 1.22688], [0.75407, 0.09742, 1.89634], [2.17506, 0.60804, 0.48447], [0.30152, 1.43706, 2.79064], [0.98621, 2.12030, 3.88049], [2.35423, 2.58096, 3.41083], [0.10716, 3.30940, 4.22236], [1.10870, 1.21243, 5.08876], [1.35945, -0.96992, 3.01819], [1.92502, -2.30388, 2.88628], [3.32784, -2.18542, 2.31582], [1.98809, -2.87203, 4.29457], [1.03877, -3.16774, 2.01219], [-3.78260, -1.54238, 1.68327], [-2.34847, -2.56826, 1.47354], [-2.84935, -1.46447, 0.17066], [-3.55456, 0.93047, 1.95799], [-1.94604, 1.68030, 2.06778], [-2.54430, 1.08194, 0.50270], [-1.31299, -1.63933, 3.61195], [-1.28756, 0.13349, 3.86538], [-2.82336, -0.73489, 3.80741], [2.26366, 3.21148, 2.52220], [2.82520, 3.16513, 4.20849], [3.00667, 1.73512, 3.17386], [-0.88708, 2.98837, 4.55052], [0.55969, 3.87442, 5.04036], [-0.00385, 3.98055, 3.36525], [0.12949, 0.84902, 5.41305], [1.75896, 0.35712, 4.89294], [1.54112, 1.78454, 5.91714], [3.96388, -1.59974, 2.98877], [3.75853, -3.18828, 2.22441], [3.32526, -1.70184, 1.33340], [0.99185, -2.94419, 4.74632], [2.40945, -3.88147, 4.26194], [2.62848, -2.26464, 4.94509], [0.01552, -3.20879, 2.40042], [1.02237, -2.82689, 0.97316], [1.43484, -4.18864, 2.01962]]}

=====

Entry 6:
{"formula": "C4H8O", "method": "ωB97M-V/def2-TZVPD", "de_lowest_ev": 1.0893, "smiles": "OCC1CC1", "total_charge": 0, "homo_lumo_gap_ev": 11.3, "lumo_ev": 1.128, "max_force_ev_per_a": 0.41, "energy_ha": -232.40560, "species": ["O", "C", "C", "C", "C", "H", "H", "H", "H", "H", "H", "H", "H"], "coordinates": [[0.75946, 0.50639, 2.04895], [-0.15733, -0.30152, 1.32971], [-0.49809, 0.26228, -0.02998], [-0.48714, -0.61479, -1.24909], [0.60179, 0.39851, -1.05390], [1.08894, 1.17664, 1.44017], [-1.06939, -0.38813, 1.93457], [0.25676, -1.31542, 1.21933], [-1.23697, 1.06158, -0.02041], [-0.22511, -1.66181, -1.11949], [-1.22908, -0.43437, -2.02129], [1.59090, 0.03204, -0.78820], [0.60527, 1.27861, -1.69039]]}